1.
C37H34BN11O2ReS | the ωB97M-V functional and the def2-TZVPD basis

As for the total charge: +2. The total energy is -2684.12773 a.u. As for the HOMO-LUMO gap (spin up / spin down): 6.91 / 5.14 eV. The highest occupied orbital energy (spin up / spin down) is -0.473 / -0.473 Eh. The calculation puts the LUMO energy (spin up / spin down) at -5.976 / -7.724 eV. As for the spin multiplicity: 2. The energy relative to the best compared isomer or geometry (same formula, charge and spin) comes out at 0.0 kcal/mol.

Cartesian coordinates (Å):
Re -1.312 -0.655 -0.129
C -0.197 -2.993 -1.983
N -1.086 -2.840 -0.811
C -0.754 -3.717 0.327
C -0.163 -2.936 1.449
N -0.370 -1.643 1.593
C 0.096 -1.305 2.861
C 0.083 -0.111 3.574
C 0.627 -0.115 4.844
C 1.174 -1.272 5.409
C 1.176 -2.471 4.723
C 0.618 -2.461 3.455
N 0.440 -3.469 2.520
C 0.281 -1.669 -2.455
N -0.053 -0.533 -1.889
C 0.570 0.472 -2.623
C 0.550 1.859 -2.501
C 1.257 2.595 -3.432
C 1.978 1.979 -4.462
C 2.008 0.604 -4.598
C 1.292 -0.129 -3.663
N 1.076 -1.491 -3.520
H 0.682 -3.582 -1.718
H -0.723 -3.495 -2.798
H -2.036 -3.065 -1.100
H -1.679 -4.161 0.704
H -0.096 -4.536 0.032
H -0.335 0.797 3.161
H 0.625 0.801 5.419
H 1.594 -1.228 6.405
H 1.588 -3.376 5.150
H 0.741 -4.424 2.621
H -0.011 2.341 -1.711
H 1.246 3.675 -3.375
H 2.511 2.591 -5.177
H 2.557 0.121 -5.396
H 1.492 -2.217 -4.080
O 2.870 -0.954 1.646
S 2.504 -0.620 0.301
O 2.191 -1.706 -0.594
N 1.111 0.310 0.312
C 1.005 1.522 0.832
C 2.095 2.288 1.331
C 1.927 3.574 1.807
C 0.679 4.160 1.825
C -0.458 3.441 1.371
C -1.736 4.024 1.393
C -2.810 3.292 0.957
C -2.604 1.983 0.535
N -1.405 1.398 0.498
C -0.322 2.118 0.889
C 3.832 0.337 -0.389
C 4.965 0.500 0.399
C 6.036 1.218 -0.110
C 5.960 1.767 -1.384
C 4.824 1.585 -2.162
C 3.749 0.864 -1.668
H 3.076 1.841 1.338
H 2.788 4.121 2.167
H 0.538 5.167 2.194
H -1.859 5.040 1.746
H -3.808 3.706 0.949
H -3.451 1.388 0.224
H 4.988 0.066 1.389
H 6.924 1.351 0.494
H 6.790 2.345 -1.766
H 4.776 2.009 -3.156
H 2.856 0.722 -2.262
B -4.352 -2.079 -0.709
N -3.918 -0.997 -1.730
C -4.557 -0.664 -2.853
C -3.820 0.302 -3.519
C -2.713 0.516 -2.712
N -2.777 -0.279 -1.632
N -4.138 -1.510 0.711
C -5.001 -1.565 1.730
C -4.383 -1.069 2.867
C -3.111 -0.713 2.446
N -2.969 -0.990 1.140
H -3.662 -3.072 -0.848
H -5.504 -2.324 -0.866
H -5.498 -1.114 -3.121
H -4.063 0.776 -4.454
H -1.899 1.206 -2.849
H -5.998 -1.951 1.601
H -4.810 -0.981 3.850
H -2.305 -0.287 3.019

Atomic forces in eV per Å
3.1169 -0.1752 0.1877
0.2189 0.0753 0.0775
-0.1131 0.7025 0.0998
0.1112 -0.0884 0.0385
-0.0819 -0.0390 0.1114
-0.5039 0.2164 -0.6203
0.1259 -0.2260 0.3537
0.1351 0.0947 -0.0794
-0.0420 0.1220 -0.0523
0.0329 -0.1171 0.0239
0.0503 -0.0276 0.0199
-0.0470 0.3238 -0.1252
0.0302 -0.0614 -0.0514
-0.1422 0.0401 -0.2434
-0.6852 -0.1257 0.0454
0.0434 -0.0122 -0.3929
-0.0907 -0.0510 0.0618
-0.0532 0.0650 0.0631
0.0303 -0.0696 -0.0953
-0.0185 -0.0740 -0.0444
-0.3392 0.1396 0.0361
0.0380 0.0065 0.0094
-0.0307 -0.0655 0.0039
0.0066 -0.0788 0.0362
-0.0621 -0.0938 0.0238
-0.0389 -0.0015 -0.0486
-0.0222 -0.0053 -0.0363
-0.0136 0.0066 -0.0158
0.0087 -0.0172 0.0080
-0.0067 -0.0058 -0.0065
0.0034 0.0342 0.0459
-0.0536 -0.0385 -0.0286
0.0076 0.0318 -0.0417
0.0237 -0.0048 0.0224
0.0018 0.0147 0.0129
0.0056 0.0355 -0.0090
-0.0216 -0.0469 0.0134
-0.3181 0.2128 0.1310
0.7083 -0.4684 -0.1742
-0.0574 0.2237 0.0512
-1.0907 -0.0015 0.2007
0.2266 -0.2026 0.0130
-0.0136 -0.0167 0.0897
0.1052 0.0904 0.0410
0.0616 -0.0590 -0.0211
-0.1563 -0.2162 -0.1509
-0.0147 -0.0451 -0.0524
0.0488 0.1270 0.0767
-0.1490 0.1062 0.0456
-0.2093 -0.4115 -0.1996
0.0003 0.3651 0.1182
-0.2328 -0.1225 0.0803
0.0020 -0.0583 0.0618
-0.0406 0.0065 0.0035
0.0107 0.0071 0.0598
0.0348 0.0271 0.0097
-0.0964 0.0229 -0.0149
0.0095 0.0659 0.0434
-0.0119 -0.0061 0.0088
0.0345 0.0070 0.0012
0.0215 -0.0011 0.0130
-0.0108 -0.0398 -0.0003
0.0967 -0.0872 -0.0525
0.0780 0.0188 -0.0089
0.0146 0.0046 -0.0210
0.0098 -0.0340 -0.0341
-0.0169 -0.0035 0.0008
0.3574 0.0536 0.1750
0.2505 -0.0219 0.0243
-0.1490 -0.0327 -0.1125
0.0568 0.2761 -0.2143
-0.1027 -0.0827 0.0043
-0.0999 0.0405 0.1212
-0.2137 -0.1015 0.1021
-0.2224 -0.1043 0.0089
0.0427 0.1331 0.3100
-0.1414 -0.0376 -0.0973
-0.0670 0.0458 -0.0282
-0.3553 0.0350 0.0275
-0.0303 -0.1023 0.0009
-0.1026 -0.0517 -0.0256
0.0056 -0.0717 0.1216
0.0296 0.0433 0.0249
0.0259 -0.0156 0.0018
0.0297 -0.0272 -0.1232
0.0558 0.0174 0.0149
-0.0384 0.0090 -0.0598

2.
C5H9N6S | the ωB97M-V functional and the def2-TZVPD basis

As for the total charge: +1. The total energy is -922.21674 a.u. As for the HOMO-LUMO gap (spin up / spin down): 4.70 / 5.62 eV. The highest occupied orbital energy (spin up / spin down) is -0.294 / -0.470 Eh. The calculation puts the LUMO energy (spin up / spin down) at -3.303 / -7.175 eV. As for the spin multiplicity: 3.

Cartesian coordinates (Å):
C 2.040 1.847 -0.871
C 2.285 2.855 -0.043
C 0.683 1.183 0.924
C -2.187 -0.110 -0.125
C -0.794 -1.911 -0.415
N 1.139 0.933 -0.363
N -2.571 0.988 -0.334
N -0.513 -3.033 0.258
N -0.139 -1.483 -1.401
N -0.181 0.400 1.385
N -2.008 -1.353 0.165
S 1.491 2.664 1.511
H 2.342 1.593 -1.904
H 3.113 3.484 -0.119
H -2.456 1.959 -0.648
H 0.233 -3.588 0.080
H -0.911 -3.011 1.208
H 0.587 -2.083 -1.623
H 1.029 0.130 -0.842
H -0.620 0.473 2.371
H -2.560 -1.936 0.786

Atomic forces in eV per Å
-2.4569 -3.5227 -1.4089
-0.1478 0.3002 2.8959
0.4832 0.5028 -0.5626
1.7896 -1.0073 -1.2107
-0.8507 -1.4102 1.0393
2.7547 5.2769 1.2438
-3.1073 3.6240 0.8326
-3.1699 1.0214 2.6699
-1.8505 2.7743 -0.1797
-1.2356 -0.8018 2.9038
1.6293 0.3926 -1.4970
0.1538 -0.0783 -1.3328
0.3241 0.7129 0.8340
0.7990 1.4308 -0.2526
0.6832 -1.2853 -0.1620
2.5790 -1.8091 -0.6034
0.6634 -0.7626 -0.7903
1.7419 -1.4880 -0.4856
-1.7269 -3.9914 -1.9153
1.2807 0.4903 -2.1046
-0.3363 -0.3694 0.0862

3.
C20H30CaO17 | the ωB97M-V functional and the def2-TZVPD basis

As for the total charge: -2. The total energy is -2736.53444 a.u. As for the HOMO-LUMO gap: 2.18 eV. The highest occupied orbital energy is -0.094 Eh. The calculation puts the LUMO energy at -0.370 eV. As for the spin multiplicity: 1. The energy relative to the best compared isomer or geometry (same formula, charge and spin) comes out at 279.6 kcal/mol.

Cartesian coordinates (Å):
Ca 2.299 -0.111 -0.390
C -1.021 4.233 -5.160
C 0.586 4.051 -5.054
O 1.367 4.616 -5.787
O 0.974 3.230 -4.169
H -1.545 3.558 -5.837
H -1.231 5.178 -5.661
H -1.543 4.105 -4.212
C 7.523 -3.318 -5.453
C 7.226 -2.292 -4.390
O 6.441 -2.355 -3.417
O 7.944 -1.267 -4.301
H 7.934 -3.213 -6.457
H 6.574 -3.849 -5.528
H 8.197 -4.062 -5.029
C 4.322 -4.418 5.610
C 4.459 -3.813 4.252
O 5.650 -3.544 3.846
O 3.416 -3.590 3.546
H 3.510 -4.035 6.227
H 5.307 -4.445 6.076
H 3.973 -5.448 5.546
C 6.530 5.796 1.614
C 6.436 4.736 0.579
O 6.720 5.073 -0.596
O 6.073 3.613 0.920
H 6.318 6.709 1.059
H 7.431 5.784 2.228
H 5.733 5.679 2.349
C -4.744 -2.331 -8.165
C -3.763 -3.249 -7.425
C -2.465 -3.685 -8.178
O -1.425 -3.733 -7.198
C -1.879 -3.022 -6.112
O -1.220 -2.729 -5.115
O -3.151 -2.649 -6.258
H -4.229 -1.373 -8.240
H -5.674 -2.160 -7.622
H -5.003 -2.865 -9.079
H -4.278 -4.180 -7.189
H -2.186 -2.833 -8.798
H -2.705 -4.662 -8.596
C -3.216 6.435 6.813
C -3.364 5.290 5.752
C -3.499 5.924 4.328
O -2.444 5.555 3.666
C -1.623 4.638 4.378
O -0.793 3.919 3.864
O -2.027 4.634 5.600
H -2.215 6.804 6.586
H -3.224 5.978 7.803
H -3.900 7.283 6.834
H -4.218 4.655 5.987
H -3.467 7.014 4.331
H -4.374 5.555 3.794
C -2.970 -5.237 5.047
C -3.914 -4.384 4.199
C -4.480 -3.067 4.766
O -4.196 -2.174 3.698
C -3.178 -2.689 2.918
O -2.670 -2.084 1.992
O -2.985 -3.921 3.264
H -3.392 -6.145 5.478
H -2.433 -4.724 5.845
H -2.184 -5.704 4.454
H -4.670 -4.969 3.677
H -3.890 -2.601 5.555
H -5.555 -3.118 4.936

Atomic forces in eV per Å
0.6780 0.2066 -0.1872
0.8733 0.3308 -0.6445
-0.9725 -2.1473 1.6632
0.0546 1.7481 -1.8918
-0.9316 -0.2788 0.5618
0.5753 -0.7119 -0.1524
-0.0077 0.4757 0.5006
0.3075 0.3502 0.1611
-1.2563 -2.0588 0.4825
1.9296 3.2193 1.6504
-1.9213 -2.5040 -0.5230
1.2631 0.3405 -1.7978
-0.1918 1.3658 0.1990
-0.0920 -0.3748 -0.4185
0.0642 0.0018 0.4729
-0.2163 -1.0761 0.7835
1.1878 1.6439 -3.1407
-1.7993 -0.6872 1.1870
0.3092 -0.3744 1.0894
0.2888 0.8058 0.0755
-0.2515 0.2245 0.3437
0.2435 -0.3982 -0.4871
-0.8718 0.9962 0.9829
0.7240 0.2453 -1.8544
0.0786 0.2386 0.0390
-0.8341 -2.0351 0.9460
0.5996 0.4124 0.4237
0.3406 0.1823 -0.5033
-0.2436 -0.1427 0.0413
1.0430 -0.3716 0.9913
0.9357 -0.5389 0.0660
-1.0999 1.1863 0.2764
-1.0483 0.1161 1.0184
2.2591 0.5957 2.5300
-1.5435 -1.0886 -2.9323
-1.3059 -0.0132 -0.2814
-0.2465 0.0694 -0.7763
0.1490 -0.1824 0.2319
0.1581 0.5423 -0.3485
-0.1346 0.0567 0.7771
-0.0353 -0.6234 -0.9710
0.8810 0.2478 -0.5333
0.9062 -1.5029 -0.1905
0.5051 2.6994 -0.4094
-3.1012 0.9088 2.1555
5.7202 -2.8620 -2.6479
0.1265 -0.7583 -3.7759
-1.3430 1.9427 1.1180
-2.2359 -0.2520 3.1497
0.0203 0.3397 0.4073
0.1959 0.1714 0.1121
-0.3419 -0.4062 -0.5871
0.7415 -0.7372 -0.0341
-0.6951 0.2244 0.4738
-0.4992 0.2050 0.2161
-0.1937 -1.4811 1.0113
1.1021 -0.6607 1.4883
0.6503 -0.0432 -0.4576
0.1459 0.6120 -1.2277
-1.0074 2.7213 -1.9887
-0.6270 -1.0748 1.9571
1.3333 -0.5557 -1.6368
-0.6790 0.2673 0.3547
-0.3072 0.4010 -0.0801
-0.0829 0.5042 -0.5471
-0.0967 -0.0264 0.0746
-0.3709 -0.8284 0.8205
0.1943 0.1970 0.1933

4.
H28O14 | the ωB97M-V functional and the def2-TZVPD basis

As for the total charge: 0. The total energy is -1070.01146 a.u. As for the HOMO-LUMO gap: 9.59 eV. The highest occupied orbital energy is -0.351 Eh. The calculation puts the LUMO energy at 0.042 eV. As for the spin multiplicity: 1. The energy relative to the best compared isomer or geometry (same formula, charge and spin) comes out at 118.9 kcal/mol.

Cartesian coordinates (Å):
H -0.537 1.249 0.290
H 0.812 0.467 0.093
H -4.272 0.737 -1.217
H -3.093 1.434 -0.507
H 2.864 -0.412 -0.673
H 3.246 1.076 -0.615
H -3.496 4.949 -0.108
H -3.555 3.484 0.247
H -3.646 -1.616 1.647
H -2.804 -0.715 0.734
H 5.556 0.668 1.281
H 4.764 0.046 0.105
H 0.207 -3.978 1.565
H 1.483 -3.415 2.355
H 1.913 2.175 2.628
H 1.621 1.343 3.907
H -1.078 -2.369 0.079
H -1.281 -3.515 1.056
H -3.626 -1.942 -1.132
H -5.078 -1.814 -0.957
H 2.404 1.684 -3.544
H 2.609 1.299 -2.105
H -0.595 -1.354 -2.261
H 1.020 -1.511 -2.168
H 0.666 5.068 0.086
H -0.042 4.035 0.654
H 1.610 -3.132 -0.177
H 2.080 -2.942 -1.527
O -0.168 0.429 -0.031
O -3.671 1.485 -1.204
O 2.530 0.515 -0.683
O -3.477 4.311 0.708
O -2.823 -0.998 1.652
O 5.407 0.669 0.335
O 0.817 -3.225 1.749
O 2.182 1.390 3.179
O -1.748 -2.764 0.639
O -4.356 -2.456 -0.807
O 2.395 0.893 -2.947
O 0.130 -1.687 -1.765
O 0.429 4.137 -0.131
O 2.385 -2.823 -0.662

Atomic forces in eV per Å
0.2596 0.3184 0.2203
-1.0765 0.1639 -0.2480
0.1749 0.0407 0.3787
2.0600 -0.7306 2.6593
-0.4599 0.6840 -0.0785
2.7326 1.7513 0.9325
0.0788 -1.5533 2.4405
-0.2316 -0.9083 -0.2241
2.2909 1.4914 -0.0037
0.3086 -0.0962 0.0162
-0.2970 -0.2535 0.1349
-1.2229 -1.6545 0.0541
1.5116 0.5608 0.9175
1.4935 -1.0929 1.5951
0.2899 -1.3200 1.0625
-1.6470 0.0397 1.8324
0.5378 0.3656 -0.1734
-0.8640 0.8030 -0.5011
1.0908 -0.0865 -0.1577
0.0402 -0.7652 0.1845
-0.1275 -1.2913 0.2610
-0.5408 -0.4411 -0.3698
-0.2576 0.7904 -1.0019
-1.9123 0.4886 0.1870
0.3333 -0.6075 -1.0888
-1.8228 -1.3093 2.1092
0.1063 0.3483 0.7451
-0.2921 -0.3846 -2.2587
0.3899 -0.2267 0.1324
-2.1598 0.6923 -2.9461
-1.8326 -3.0223 1.7610
0.1245 2.4556 -2.2810
-3.3407 0.0021 0.8082
1.6398 1.8381 -0.0997
-2.4668 0.2299 -2.3422
1.3999 1.2628 -2.9395
0.7355 -2.2438 -0.3625
-1.2945 0.7875 -0.0491
0.1644 2.0040 -2.4915
1.9720 -1.2239 0.5611
1.4428 1.9286 -0.9827
0.6687 0.1645 1.6061

5.
C4H9NO2 | the ωB97M-V functional and the def2-TZVPD basis

As for the total charge: 0. The total energy is -362.91603 a.u. As for the HOMO-LUMO gap: 10.20 eV. Its SMILES is CN(O)[C@]1(C)CO1. The highest occupied orbital energy is -0.340 Eh. The calculation puts the LUMO energy at 0.953 eV. As for the spin multiplicity: 1. The energy relative to the best compared isomer or geometry (same formula, charge and spin) comes out at 106.4 kcal/mol.

Cartesian coordinates (Å):
C 1.379 0.898 -0.892
N -0.110 0.650 -0.692
O -0.713 1.822 -0.117
C -0.315 -0.437 0.263
C -1.234 -1.610 -0.038
C 0.121 -0.101 1.614
O 0.944 -0.862 0.741
H 2.176 0.499 -0.228
H 1.619 0.482 -1.871
H 1.457 1.974 -0.825
H -1.250 2.230 -0.816
H -2.307 -1.424 0.090
H -0.946 -2.410 0.654
H -1.061 -1.966 -1.058
H 0.370 0.949 1.792
H -0.172 -0.692 2.470

Atomic forces in eV per Å
-0.3004 0.3975 -0.3749
0.6874 -0.2896 0.0550
-0.0142 0.0905 -0.0500
0.1780 -0.2758 0.0369
0.0853 0.1441 -0.0474
-0.0607 -0.0528 0.4326
0.2216 -0.6956 0.5580
-1.2347 0.0731 0.0628
-0.0066 0.4524 -0.1498
0.1712 0.3097 -0.6325
0.3078 -0.4726 0.0638
0.2863 0.2756 -0.0600
-0.1327 0.1709 -0.1680
-0.0240 0.0882 0.1070
0.2476 -0.3781 0.0171
-0.4119 0.1625 0.1494

6.
C6H7FO | the ωB97M-V functional and the def2-TZVPD basis

As for the total charge: 0. The total energy is -407.68421 a.u. As for the HOMO-LUMO gap: 11.13 eV. The highest occupied orbital energy is -0.372 Eh. The calculation puts the LUMO energy at 0.995 eV. As for the spin multiplicity: 1. The energy relative to the best compared isomer or geometry (same formula, charge and spin) comes out at 147.1 kcal/mol.

Cartesian coordinates (Å):
C -1.051 -1.591 0.844
C -0.353 -0.538 0.127
C -0.525 1.214 -1.093
C -0.448 0.966 0.509
C 1.091 -0.812 -0.168
C 2.305 -0.852 -0.419
H -1.072 -1.471 2.064
H -2.210 -1.344 0.232
H -0.874 -2.693 0.489
H -1.285 2.072 -1.573
H 0.833 1.253 -1.200
H -1.310 1.160 1.238
H 3.258 -0.873 -0.810
O -1.150 -0.283 -1.141
F 0.638 1.538 1.099

Atomic forces in eV per Å
-4.6432 -1.7773 0.8912
1.2963 0.8287 -1.8600
0.3015 -0.2321 1.7711
-1.6153 0.0283 -0.5713
3.1855 -0.0742 -0.8308
-5.4627 0.0961 1.0160
-0.0551 -0.4025 -3.2981
2.8358 -1.0182 2.8104
0.2302 2.2515 0.8996
2.4721 -2.5849 1.1569
-4.4803 -0.0599 -0.8451
0.7468 -0.1560 -1.5894
1.4920 -0.1436 -0.2855
3.3679 3.2314 0.6859
0.3283 0.0127 0.0492